ORCA calculation (the ωB97M-V functional and the def2-TZVPD basis) on C23H20I2IrN2S as an isolated structure.

Structure (XYZ):
```
49
Properties=species:S:1:pos:R:3
Ir 0.287 -0.514 0.014
I -0.055 1.977 1.626
C -1.735 3.325 1.423
I -2.353 3.616 -0.601
H -1.419 4.282 1.823
H -2.564 2.914 1.988
C 2.790 -0.132 2.039
C 2.004 -1.324 2.476
C 2.544 -2.239 3.388
C 1.779 -3.283 3.841
C 0.469 -3.452 3.341
C -0.380 -4.493 3.760
C -1.640 -4.633 3.227
C -2.087 -3.755 2.247
C -1.277 -2.715 1.803
S -1.871 -1.702 0.533
C 0.016 -2.527 2.365
N 0.782 -1.478 1.977
H 3.849 -0.364 1.976
H 2.663 0.674 2.764
H 2.442 0.228 1.060
H 3.555 -2.093 3.731
H 2.165 -3.980 4.566
H -0.025 -5.178 4.515
H -2.286 -5.435 3.551
H -3.069 -3.874 1.811
N -0.588 0.534 -1.917
C -0.179 0.167 -3.240
C -0.167 1.147 -4.223
C 0.114 0.829 -5.539
C 0.383 -0.488 -5.878
C 0.434 -1.457 -4.893
C 0.169 -1.155 -3.553
C 0.424 -2.194 -2.540
C 0.157 -3.536 -2.821
C 0.634 -4.547 -2.009
C 1.477 -4.243 -0.948
C 1.743 -2.920 -0.644
C 1.117 -1.879 -1.348
H -0.612 1.551 -1.865
H -1.539 0.195 -1.760
H -0.394 2.170 -3.956
H 0.137 1.606 -6.287
H 0.584 -0.754 -6.904
H 0.727 -2.462 -5.156
H -0.432 -3.783 -3.693
H 0.401 -5.577 -2.238
H 1.933 -5.033 -0.369
H 2.451 -2.702 0.143
```

Its HOMO energy is -10.447 eV. Its energy is -2095.6274 Eh. The total charge is +1. The energy above the lowest of the compared OMol25 structures with the same formula, charge and spin is 222.66 kJ/mol. The calculation puts the LUMO energy at -4.54 eV.